Formula: CH10N2O3
Source: the Open Molecules 2025 dataset
Level of theory: ωB97M-V/def2-TZVPD

Geometry as XYZ:
```
16
Properties=species:S:1:pos:R:3
H -3.12 0.52 -0.12
N -2.53 -0.12 -0.64
C -1.52 -0.39 0.11
N -0.80 -1.54 0.01
H -1.05 0.37 0.75
H 0.03 -1.64 0.56
H -0.83 -2.10 -0.82
O 1.94 1.07 0.34
H 1.33 1.16 -0.41
H 2.80 0.95 -0.09
O 0.13 1.43 -1.95
H -0.44 0.67 -1.72
H -0.41 1.87 -2.62
O 1.54 -1.11 2.12
H 1.23 -0.76 2.96
H 1.71 -0.36 1.53
```

The calculation puts the relative energy (zero: lowest compared OMol25 entry of this formula, charge and spin) at 56.6 kJ/mol. For the HOMO energy, the calculation gives -9.201 eV. The energy is -379.32613 a.u. The calculation puts the orbital gap at 9.9 eV. Its structure (SMILES) is [H]/N=C/N.O.O.O. The value obtained for the max |F| is 0.0232 Eh/bohr.

=====

Formula: CH10N3O2
Source: the Open Molecules 2025 dataset
Level of theory: ωB97M-V/def2-TZVPD

Geometry as XYZ:
```
16
Properties=species:S:1:pos:R:3
N -0.66 0.72 -0.50
C -1.61 -0.05 -0.09
N -1.49 -0.92 0.98
N -2.85 -0.09 -0.66
H 0.30 0.63 0.01
H -0.87 1.33 -1.33
H -1.57 -1.87 0.73
H -2.12 -0.71 1.73
H -3.07 0.48 -1.44
H -3.51 -0.74 -0.29
H 2.35 0.18 0.36
H 1.75 0.53 1.79
O 1.52 0.28 0.89
H 4.45 -0.68 -0.56
H 4.22 0.61 -1.30
O 3.82 0.04 -0.62
```

Its charge is +1. The calculation puts the relative energy (zero: lowest compared OMol25 entry of this formula, charge and spin) at 96.4 kJ/mol. For the HOMO energy, the calculation gives -14.861 eV. The energy is -358.64468 a.u. The calculation puts the orbital gap at 12.0 eV. The value obtained for the max |F| is 0.0524 Eh/bohr.

=====

Formula: CH10N5
Source: the Open Molecules 2025 dataset
Level of theory: ωB97M-V/def2-TZVPD

Geometry as XYZ:
```
16
Properties=species:S:1:pos:R:3
C -0.76 0.31 0.42
N -1.90 0.05 -0.06
N -2.30 1.87 -1.99
N 1.31 0.93 1.57
N 0.06 0.58 1.26
N 3.06 -1.13 1.35
H -2.20 0.61 -0.91
H -2.58 -0.43 0.44
H -3.20 2.16 -2.42
H -2.10 2.54 -1.26
H -1.63 2.06 -2.72
H 1.24 1.47 2.37
H 2.12 0.16 1.52
H 3.50 -0.82 0.48
H 2.92 -2.15 1.32
H 3.65 -1.05 2.29
```

Its charge is +1. The calculation puts the relative energy (zero: lowest compared OMol25 entry of this formula, charge and spin) at 193.6 kJ/mol. For the HOMO energy, the calculation gives -13.458 eV. The energy is -317.56233 a.u. The calculation puts the orbital gap at 9.8 eV. The value obtained for the max |F| is 0.0811 Eh/bohr.

=====

Formula: CH10NO4
Source: the Open Molecules 2025 dataset
Level of theory: ωB97M-V/def2-TZVPD

Geometry as XYZ:
```
16
Properties=species:S:1:pos:R:3
N 1.25 1.18 0.97
C 1.42 1.50 -0.54
O 0.27 1.47 -1.32
H 0.73 1.95 1.29
H 0.67 0.27 1.00
H 1.88 2.54 -0.48
H 2.14 0.91 -1.08
H -0.27 -1.39 -1.92
H -0.04 0.52 -1.26
O 0.20 -1.00 -1.21
H -2.39 -1.85 -0.43
H -0.74 -1.96 -0.47
O -1.60 -2.43 -0.12
H -1.07 0.12 1.51
H -1.21 -1.32 1.78
O -1.24 -0.51 2.28
```

Its charge is -1. The calculation puts the relative energy (zero: lowest compared OMol25 entry of this formula, charge and spin) at 97.3 kJ/mol. For the HOMO energy, the calculation gives -4.864 eV. The energy is -399.82824 a.u. The calculation puts the orbital gap at 9.0 eV. The value obtained for the max |F| is 0.0815 Eh/bohr.

=====

Formula: CH10O3S2
Source: the Open Molecules 2025 dataset
Level of theory: ωB97M-V/def2-TZVPD

Geometry as XYZ:
```
16
Properties=species:S:1:pos:R:3
C 3.04 -0.43 -0.72
S 1.61 0.79 -0.94
S 2.33 1.93 -2.60
H 2.72 -0.98 0.16
H 3.86 0.26 -0.56
H 3.06 -1.06 -1.59
H 3.52 1.94 -2.01
O -2.76 1.58 0.28
H -3.49 2.10 0.58
H -2.48 1.18 1.14
O -0.64 -0.83 1.36
H 0.11 -0.40 0.98
H -0.33 -1.73 1.26
O -3.85 -1.52 1.08
H -3.57 -1.92 0.27
H -3.13 -0.90 1.32
```

The calculation puts the relative energy (zero: lowest compared OMol25 entry of this formula, charge and spin) at 90.4 kJ/mol. For the HOMO energy, the calculation gives -8.851 eV. The energy is -1066.15540 a.u. The calculation puts the orbital gap at 8.9 eV. Its structure (SMILES) is CSS.O.O.O. The value obtained for the max |F| is 0.0473 Eh/bohr.

=====

Formula: CH10O3S2
Source: the Open Molecules 2025 dataset
Level of theory: ωB97M-V/def2-TZVPD

Geometry as XYZ:
```
16
Properties=species:S:1:pos:R:3
C -3.59 -0.40 -0.78
S -2.26 -0.13 0.34
S -1.07 -1.84 0.63
H -4.03 0.61 -0.81
H -3.30 -0.73 -1.79
H -4.26 -1.04 -0.13
H -0.84 -2.13 -0.64
H 3.76 0.55 -1.32
H 4.30 0.65 -2.66
O 3.81 1.21 -2.06
H 1.59 0.60 3.25
H 0.26 0.25 2.61
O 0.65 0.64 3.37
H 2.35 0.66 0.41
H 0.93 0.81 -0.29
O 1.69 0.26 -0.13
```

Its charge is +1. The calculation puts the relative energy (zero: lowest compared OMol25 entry of this formula, charge and spin) at 140.1 kJ/mol. The multiplicity is 2. For the HOMO energy (spin up / spin down), the calculation gives -13.674 / -13.674 eV. The energy is -1065.83002 a.u. The calculation puts the orbital gap (spin up / spin down) at 8.2 / 4.9 eV. As for the expectation value of S²: 0.75. The value obtained for the max |F| is 0.0441 Eh/bohr.

=====

Formula: CH10O5
Source: the Open Molecules 2025 dataset
Level of theory: ωB97M-V/def2-TZVPD

Geometry as XYZ:
```
16
Properties=species:S:1:pos:R:3
O -1.40 -1.05 2.72
C -0.29 -1.41 2.45
H -0.09 -2.41 2.01
H 0.59 -0.91 2.83
H 1.87 1.87 0.21
H 0.69 0.91 -0.10
O 1.46 1.35 -0.49
H -0.91 2.45 0.45
H -0.80 1.70 1.94
O -0.55 1.73 1.00
H 0.31 -2.65 -1.75
H -0.35 -1.38 -1.73
O -0.54 -2.30 -1.47
H 0.77 0.53 -2.61
H -0.64 1.09 -2.48
O -0.11 0.48 -3.00
```

Its charge is -1. The calculation puts the relative energy (zero: lowest compared OMol25 entry of this formula, charge and spin) at 81.5 kJ/mol. The multiplicity is 2. For the HOMO energy (spin up / spin down), the calculation gives 0.576 / -6.702 eV. The energy is -420.22909 a.u. The calculation puts the orbital gap (spin up / spin down) at 3.2 / 10.3 eV. As for the expectation value of S²: 0.75. The value obtained for the max |F| is 0.0249 Eh/bohr.

=====

Formula: CH10O5
Source: the Open Molecules 2025 dataset
Level of theory: ωB97M-V/def2-TZVPD

Geometry as XYZ:
```
16
Properties=species:S:1:pos:R:3
C 0.11 2.93 0.90
O 0.81 2.80 -0.08
H -0.92 3.26 0.72
H 0.56 2.63 1.86
O -0.26 -2.05 1.43
H -1.00 -1.69 0.92
H 0.38 -1.33 1.33
O 2.00 0.01 0.68
H 1.36 0.35 0.04
H 2.37 0.90 0.80
O -2.04 -0.12 -1.32
H -2.88 -0.58 -1.32
H -1.28 -0.56 -1.74
O -0.06 -1.92 -1.37
H -0.03 -2.86 -1.64
H 0.89 -1.78 -1.22
```

The calculation puts the relative energy (zero: lowest compared OMol25 entry of this formula, charge and spin) at 92.6 kJ/mol. For the HOMO energy, the calculation gives -10.602 eV. The energy is -420.24751 a.u. The calculation puts the orbital gap at 11.1 eV. Its structure (SMILES) is C=O.O.O.O.O. The value obtained for the max |F| is 0.0383 Eh/bohr.

=====

Formula: CH10O5
Source: the Open Molecules 2025 dataset
Level of theory: ωB97M-V/def2-TZVPD

Geometry as XYZ:
```
16
Properties=species:S:1:pos:R:3
C 2.22 -1.31 2.97
O 2.14 -0.96 1.79
H 3.13 -1.22 3.54
H 1.15 -1.66 3.37
O 2.45 1.93 -0.30
H 2.47 2.81 -0.74
H 3.01 2.08 0.49
O -5.22 -2.15 -1.92
H -6.17 -2.11 -1.64
H -5.00 -3.11 -1.95
O 0.63 -0.23 -0.95
H 1.10 -1.18 -1.09
H 1.42 0.43 -0.96
O -1.15 2.38 -0.59
H -1.75 2.68 -1.34
H -0.43 1.62 -0.70
```

The calculation puts the relative energy (zero: lowest compared OMol25 entry of this formula, charge and spin) at 182.7 kJ/mol. For the HOMO energy, the calculation gives -10.164 eV. The energy is -420.21321 a.u. The calculation puts the orbital gap at 10.8 eV. Its structure (SMILES) is C=O.O.O.O.O. The value obtained for the max |F| is 0.0976 Eh/bohr.